Entry 1:
{
  "formula": "CH18BeO8",
  "method": "ωB97M-V/def2-TZVPD",
  "charge": 2,
  "mol_weight_g_mol": 167.16,
  "elements": ["Be", "O", "H", "H", "O", "H", "H", "O", "H", "H", "O", "H", "H", "O", "H", "H", "O", "H", "H", "O", "H", "H", "C", "O", "H", "H", "H", "H"],
  "positions_angstrom": [[-0.35925, 0.24988, -0.11543], [-2.86593, -0.65718, -0.41433], [-3.50699, -0.12109, -0.88112], [-3.39283, -1.28248, 0.08327], [1.80790, 1.29263, -1.21060], [2.61658, 0.80704, -1.37327], [2.08811, 2.20397, -1.12588], [-1.19548, 2.50359, -0.84085], [-1.60977, 2.91829, -1.59758], [-1.28566, 3.14523, -0.13630], [-1.01974, 1.68255, 1.97966], [-1.74408, 2.27017, 2.19473], [-0.68785, 1.39005, 2.82850], [1.41064, 0.44562, 1.85017], [2.24544, 0.85913, 2.07008], [1.04237, 0.18465, 2.69426], [-0.76151, -1.45227, 1.65027], [-0.34371, -1.82761, 2.42538], [-1.64287, -1.82568, 1.64815], [-0.89780, -0.03463, -2.77115], [-0.24614, -0.49967, -3.29585], [-1.38165, 0.49570, -3.40430], [2.06346, -2.23843, -0.10202], [1.02756, -1.74077, -0.89922], [1.99531, -1.79448, 0.89114], [2.16903, -3.29959, 0.12359], [3.02176, -1.91917, -0.51171], [1.45297, -1.75548, -1.75970]],
  "forces_ev_per_angstrom": [[0.307, -0.106, -0.028], [1.160, 0.363, 0.177], [-0.156, 0.280, -0.271], [-0.167, -0.292, 0.183], [-0.996, -0.480, 0.370], [0.262, -0.319, -0.007], [-0.093, 0.490, 0.042], [0.485, -1.157, 0.589], [-0.090, -0.111, -0.558], [0.098, 0.180, 0.398], [0.169, -0.344, -0.931], [-0.489, 0.164, -0.018], [0.120, -0.036, 0.188], [-0.617, -0.304, -0.595], [0.434, 0.280, -0.171], [0.014, -0.182, 0.255], [0.033, 0.877, -0.919], [0.442, -0.152, 0.195], [-0.343, -0.101, -0.100], [0.188, -0.024, 1.106], [0.203, -0.192, -0.174], [-0.240, 0.271, -0.153], [1.950, 0.272, 2.367], [-1.145, 0.502, -0.398], [-0.052, 0.212, -0.113], [-0.847, -0.331, -0.858], [0.115, -0.008, 0.025], [-0.744, 0.248, -0.601]]
}

---

Entry 2:
{
  "formula": "CH19N3O7",
  "method": "ωB97M-V/def2-TZVPD",
  "charge": 0,
  "mol_weight_g_mol": 185.18,
  "smiles": "N=C(N)N.O.O.O.O.O.O.O",
  "elements": ["N", "C", "N", "N", "H", "H", "H", "H", "H", "O", "H", "H", "O", "H", "H", "O", "H", "H", "O", "H", "H", "O", "H", "H", "O", "H", "H", "O", "H", "H"],
  "positions_angstrom": [[-0.90896, -0.80792, 1.52952], [0.21697, -1.11121, 0.97832], [1.32228, -1.50371, 1.70426], [0.34671, -1.05567, -0.38119], [-1.04058, -1.07318, 2.49619], [2.11591, -1.82990, 1.17579], [1.12562, -1.92356, 2.59399], [-0.44632, -0.61744, -0.85401], [1.19951, -0.67257, -0.76215], [3.39982, -1.29736, -0.56366], [3.52397, -1.64833, -1.45672], [4.29902, -0.98752, -0.39071], [-1.84794, 0.33441, -1.80638], [-2.49991, -0.04017, -1.19077], [-2.04070, 0.29124, -2.73903], [-2.84561, 1.81860, 1.55432], [-2.11879, 1.22425, 1.32860], [-2.93197, 2.49712, 0.88084], [0.26946, 3.57134, 0.64202], [-0.37435, 2.90535, 0.91004], [0.79585, 3.09527, 0.00318], [-3.39300, -1.02598, 0.06134], [-2.49427, -1.16563, 0.44183], [-3.71632, -0.37097, 0.69992], [2.71730, 1.81840, 0.30050], [2.43527, 0.90514, 0.42294], [2.58183, 2.24026, 1.15614], [0.85977, -1.36374, -3.24598], [0.34334, -1.47692, -4.05338], [0.51087, -2.09251, -2.71320]],
  "forces_ev_per_angstrom": [[-0.818, -0.080, -0.732], [-0.075, -0.055, 0.957], [-0.077, 0.270, -0.664], [-0.097, 0.503, -0.311], [0.499, 0.067, 0.121], [0.016, -0.252, 0.080], [0.195, 0.027, 0.075], [0.069, -0.023, 0.091], [0.313, -0.314, 0.127], [0.667, -0.079, -0.365], [-0.535, -0.074, 0.003], [-0.180, 0.219, 0.392], [1.198, 0.604, 0.601], [-0.789, -0.301, -0.634], [-0.629, -0.314, 0.049], [-0.203, -0.095, 0.378], [0.118, -0.038, -0.215], [0.202, -0.127, -0.211], [-0.393, -0.050, 0.305], [-0.088, 0.175, 0.168], [0.500, -0.157, -0.416], [0.442, 0.327, 0.344], [-0.141, -0.152, 0.078], [-0.269, -0.020, -0.235], [0.000, -0.037, -0.049], [0.060, -0.015, 0.052], [-0.058, 0.012, 0.002], [-0.344, -0.546, -0.168], [0.229, 0.298, -0.126], [0.188, 0.226, 0.302]]
}

---

Entry 3:
{
  "formula": "CH19O12",
  "method": "ωB97M-V/def2-TZVPD",
  "charge": -1,
  "mol_weight_g_mol": 223.15,
  "elements": ["C", "O", "O", "O", "H", "O", "H", "H", "O", "H", "H", "O", "H", "H", "O", "H", "H", "O", "H", "H", "O", "H", "H", "O", "H", "H", "O", "H", "H", "O", "H", "H"],
  "positions_angstrom": [[-4.30838, -33.76185, -32.32176], [-4.87069, -33.33267, -31.29238], [-3.28078, -33.10067, -32.93278], [-4.67396, -34.79384, -32.87070], [-2.87391, -32.35767, -32.22686], [-4.54432, -37.50849, -33.29730], [-4.51704, -36.66104, -33.03984], [-3.55151, -37.73561, -33.17463], [-5.76218, -30.74888, -32.14247], [-5.62330, -31.63713, -31.90269], [-6.54899, -30.75950, -31.61231], [-1.79839, -35.11493, -33.93212], [-1.26576, -34.66790, -34.50221], [-2.70542, -34.60674, -33.53278], [-0.24187, -31.28797, -32.76461], [-0.91714, -31.21775, -32.01926], [-0.24870, -30.49295, -33.47403], [-7.53446, -34.75658, -32.62941], [-7.78129, -34.47501, -33.57338], [-6.58560, -34.72037, -32.49106], [-3.21562, -34.63702, -29.61608], [-3.91832, -34.22953, -30.26804], [-3.89345, -35.00932, -29.06176], [-2.35550, -31.18854, -30.85683], [-2.60983, -30.20903, -31.13348], [-2.66707, -31.52491, -30.00413], [-6.77567, -33.49202, -29.32092], [-6.38100, -34.02999, -28.74499], [-6.09019, -33.30265, -30.05145], [-5.05917, -32.64957, -34.87343], [-5.00531, -31.80866, -34.52516], [-4.98129, -33.12883, -34.12235]],
  "forces_ev_per_angstrom": [[-0.326, -0.688, -0.066], [0.396, 1.791, 1.005], [1.110, 2.988, 3.569], [0.313, -0.663, -1.121], [-1.508, -2.548, -2.267], [2.905, -5.896, -0.971], [-0.385, 5.413, 1.372], [-2.525, 0.305, -0.510], [-0.372, 1.425, -0.268], [1.835, -2.690, 0.003], [-1.329, 1.339, 0.316], [-5.246, -1.771, 4.237], [1.566, 2.693, -2.254], [4.255, -1.530, -2.416], [-0.333, 2.306, -1.485], [1.084, 0.415, -1.591], [-0.563, -2.763, 3.079], [-1.863, 0.592, -1.746], [1.238, -0.660, 2.252], [0.528, -0.008, -0.572], [-1.788, 1.127, -1.529], [1.960, -0.403, 1.019], [0.029, -0.732, 0.979], [-0.064, 2.469, -1.709], [0.189, -3.280, 1.717], [-0.352, 0.667, -0.216], [-1.245, 3.971, -4.677], [2.454, -3.322, 3.494], [-1.397, -0.733, 1.332], [-0.959, 0.065, -4.626], [0.108, 3.219, 0.737], [0.289, -3.100, 2.913]]
}

---

Entry 4:
{
  "formula": "CH20F3O13SZn",
  "method": "ωB97M-V/def2-TZVPD",
  "charge": 1,
  "mol_weight_g_mol": 394.61,
  "elements": ["Zn", "C", "F", "F", "F", "S", "O", "O", "O", "O", "H", "H", "O", "H", "H", "O", "H", "H", "O", "H", "H", "O", "H", "H", "O", "H", "H", "O", "H", "H", "O", "H", "H", "O", "H", "H", "O", "H", "H"],
  "positions_angstrom": [[-3.50836, 4.33910, 0.55196], [0.35197, -0.78479, 1.77358], [1.37542, -1.46324, 1.30670], [-0.41839, -1.59692, 2.46464], [0.74877, 0.22110, 2.50571], [-0.71109, -0.05267, 0.27584], [-1.52633, 1.09614, 0.86929], [0.27573, 0.41342, -0.72079], [-1.52474, -1.17103, -0.22593], [-1.06276, -3.23420, 7.75868], [-0.95228, -2.87301, 6.87915], [-0.26826, -3.74635, 7.90935], [-3.33253, 4.48197, 3.66166], [-3.60724, 5.26108, 4.14515], [-2.82492, 3.97358, 4.29419], [-4.87833, 0.79638, -3.53947], [-5.04473, 0.11423, -2.88891], [-4.27640, 0.39103, -4.16365], [5.56829, 0.27256, 2.70738], [4.85071, -0.35065, 2.82102], [5.53305, 0.51289, 1.78151], [2.05924, -5.80771, 0.58602], [1.53843, -6.16326, 1.30613], [1.41378, -5.54616, -0.07066], [-0.71968, -4.57071, -1.86348], [-0.31121, -4.28941, -2.68217], [-1.10241, -3.77240, -1.49954], [-3.57269, 4.22697, -2.45838], [-3.64963, 3.43741, -2.99405], [-3.64240, 4.94867, -3.08330], [3.91108, 2.60641, -0.87843], [4.66845, 2.12223, -1.20736], [3.16213, 2.04459, -1.07758], [0.29349, 2.22395, -4.93691], [1.16229, 2.10640, -5.32110], [0.40676, 1.99805, -4.01368], [3.35616, -1.05550, -3.18854], [3.70505, -0.49229, -3.87942], [2.55359, -0.61789, -2.90461]],
  "forces_ev_per_angstrom": [[0.424, -0.557, -0.206], [-0.885, 0.025, -1.081], [0.006, 0.240, -0.301], [-0.295, 0.060, 0.136], [0.214, 0.428, 0.312], [0.301, 0.187, -0.482], [0.960, -1.825, -0.934], [-1.234, -0.149, 1.355], [0.617, 1.520, 0.922], [-0.191, 0.083, 0.097], [0.000, 0.079, -0.205], [0.195, -0.165, 0.106], [-0.188, 0.010, -0.886], [-0.151, 0.336, 0.119], [0.271, -0.340, 0.103], [0.073, 0.463, 0.138], [-0.112, -0.214, 0.158], [0.136, -0.133, -0.263], [0.081, 0.101, 0.170], [-0.130, -0.202, 0.068], [0.041, 0.102, -0.235], [0.249, 0.112, 0.073], [-0.092, -0.144, 0.174], [-0.235, 0.067, -0.301], [0.059, -0.201, 0.186], [0.151, -0.004, -0.256], [-0.141, 0.218, 0.151], [0.104, 0.173, 1.008], [-0.130, -0.633, -0.079], [-0.019, 0.399, -0.113], [-0.088, 0.209, 0.108], [0.264, -0.099, -0.095], [-0.195, -0.172, -0.007], [-0.263, 0.050, -0.008], [0.213, 0.012, -0.204], [0.019, -0.056, 0.248], [0.061, -0.081, 0.154], [0.174, 0.070, -0.243], [-0.262, 0.029, 0.111]]
}

---

Number 1: Kohn-Sham gap 8.84 eV. Number 2: Kohn-Sham gap 9.77 eV. Number 3: Kohn-Sham gap 9.29 eV. Number 4: Kohn-Sham gap 2.21 eV.